1.
135
Properties=species:S:1:pos:R:3 method="wB97M-V/def2-TZVPD" e_homo_ev=-4.14 largest_force_ev_per_a=3.3 spin_multiplicity=1 homo_lumo_gap_ha=0.220 total_charge=-1
C 3.4804 4.0616 3.2655
C 2.6671 3.7597 2.0143
O 3.4938 3.0813 1.1052
C 2.9490 3.1883 -0.2044
C 3.5520 2.2568 -1.2744
P 4.0539 0.4651 -0.8201
C 5.5064 0.9474 0.3241
C 6.3003 2.2271 -0.0010
C 7.1164 2.2232 -1.3187
N 7.1165 3.5414 -2.0141
C 4.7194 -1.3650 -0.7287
C 5.8878 -1.6633 -1.6873
C 5.4182 -2.3605 -2.9737
O 5.5945 -1.4702 -4.0776
O 2.8702 -0.1809 -1.9917
C 1.6005 -0.3616 -1.4585
C 0.8927 -1.5293 -2.1885
B 1.0991 -1.3599 -3.7604
O 0.2217 -0.6540 -4.5621
O 2.1933 -1.9857 -4.3818
C 1.6766 -0.4184 0.1290
C 1.8512 -1.8429 0.7181
C 0.6559 -2.4578 1.4637
C -0.5214 -2.8812 0.5627
C -1.6816 -3.2798 1.5039
O -2.9967 -3.0343 0.9314
C -3.5668 -4.2463 0.6452
C -2.8290 -5.0979 -0.3932
O -4.5643 -4.5978 1.1279
C 0.5950 0.4628 0.8247
C -0.7324 0.6572 0.0510
C -0.8515 2.0322 -0.6389
C -1.9333 2.0079 -1.7410
C -1.1598 3.1639 0.3365
O 2.8952 0.2773 0.4415
H 2.8624 4.4406 4.0832
H 4.0079 3.1599 3.5772
H 4.2222 4.8375 3.0595
H 2.2892 4.6797 1.5460
H 1.7967 3.1631 2.3295
H 3.1340 4.2335 -0.5326
H 1.8550 3.1034 -0.2327
H 4.3513 2.8008 -1.7783
H 2.7818 2.1448 -2.0455
H 4.9026 0.5660 -1.9994
H 6.2312 0.1403 0.4548
H 5.0659 1.0978 1.3190
H 7.0374 2.3551 0.8073
H 5.7148 3.1477 0.0229
H 8.1681 2.0321 -1.0744
H 6.7976 1.4821 -2.0495
H 6.9103 4.2816 -1.3506
H 6.3390 3.5218 -2.6669
H 3.9002 -2.0087 -1.0613
H 4.9348 -1.7196 0.2906
H 6.5376 -0.8116 -1.8971
H 6.5188 -2.4074 -1.1784
H 4.4067 -2.7573 -2.8783
H 6.0775 -3.2313 -3.1481
H 4.8941 -1.6153 -4.7276
H 1.0500 0.5137 -1.8552
H -0.1890 -1.5299 -2.0254
H 1.3056 -2.5158 -1.9388
H -0.1547 -1.2151 -5.2514
H 2.1175 -2.9263 -4.1617
H 2.1610 -2.5722 -0.0316
H 2.6927 -1.7803 1.4084
H 1.0224 -3.4030 1.8930
H 0.3129 -1.8811 2.3225
H -0.9042 -2.0614 -0.0390
H -0.2247 -3.7611 -0.0070
H -1.6318 -2.6706 2.4063
H -1.5482 -4.3102 1.8474
H -2.2036 -5.8170 0.1367
H -2.1800 -4.4719 -1.0012
H -3.5936 -5.5753 -0.9991
H 1.0747 1.4231 0.9930
H 0.3450 0.0943 1.8222
H -0.9294 -0.0896 -0.7164
H -1.5470 0.6358 0.7885
H 0.0861 2.2182 -1.1708
H -1.8196 2.9329 -2.3123
H -2.9393 1.8884 -1.3381
H -1.6700 1.2095 -2.4412
H -0.3881 3.3034 1.0977
H -2.1351 3.0266 0.8120
H -1.2002 4.0971 -0.2357
C -5.9926 -2.2474 3.6236
C -5.5552 -0.7994 3.4551
C -6.4009 -0.0829 2.4134
O -4.1843 -0.7565 3.0726
H -5.8772 -2.8006 2.6881
H -5.3719 -2.7496 4.3676
H -7.0361 -2.3115 3.9389
H -5.6339 -0.2786 4.4120
H -6.2995 -0.5618 1.4353
H -6.0691 0.9510 2.2981
H -7.4575 -0.0824 2.6930
H -4.0993 -1.2148 2.2259
C -8.3748 3.6218 0.4687
C -6.9243 4.0323 0.6730
C -6.7158 4.6688 2.0385
O -6.5350 4.9487 -0.3498
H -9.0329 4.4947 0.5178
H -8.5094 3.1738 -0.5169
H -8.6936 2.9027 1.2256
H -6.2796 3.1578 0.5751
H -7.3210 5.5750 2.1378
H -5.6735 4.9634 2.1670
H -6.9858 3.9806 2.8416
H -7.0972 5.7288 -0.2758
C -9.7382 -1.7561 5.6737
C -9.7219 -0.2512 5.4548
C -10.7162 0.4515 6.3669
O -10.0317 0.0390 4.0920
H -10.7256 -2.1695 5.4480
H -9.0274 -2.2467 5.0087
H -9.4835 -2.0094 6.7043
H -8.7185 0.1358 5.6399
H -11.7348 0.1086 6.1634
H -10.6994 1.5283 6.1931
H -10.4904 0.2641 7.4181
H -10.9175 -0.2979 3.9124
C 9.4369 -1.9022 -5.8632
C 9.3734 -3.4194 -5.9363
C 8.5902 -3.8776 -7.1587
O 8.7624 -3.9333 -4.7571
H 8.4321 -1.4796 -5.7784
H 9.9920 -1.5820 -4.9807
H 9.9183 -1.4829 -6.7496
H 10.3846 -3.8300 -5.9743
H 7.5606 -3.5125 -7.1138
H 8.5435 -4.9675 -7.1964
H 9.0476 -3.5154 -8.0819
H 7.8666 -3.5728 -4.7114



2.
139
Properties=species:S:1:pos:R:3 method="wB97M-V/def2-TZVPD" e_homo_ev=-1.23 largest_force_ev_per_a=7.4 spin_multiplicity=1 homo_lumo_gap_ha=0.155 total_charge=-2
C -0.6904 0.9185 2.5072
C 0.0060 0.3658 1.3989
C -0.3931 0.5177 -0.1317
Nb -1.9294 -0.9841 -0.8928
N -0.6525 -2.6371 -0.3927
C -2.9035 -1.2268 1.1547
C -4.2199 -2.1087 1.1841
O -5.3636 -1.6016 1.3483
O -4.1634 -3.5284 1.0750
C -0.9204 -0.7684 -2.9743
C 0.1705 -1.9320 -3.1432
O -0.1814 -3.0127 -3.6376
Cl 1.9014 -1.5360 -2.6129
C -3.4017 -2.4109 -1.8909
O -2.9616 -3.4852 -2.4548
O -4.7772 -2.1990 -1.9715
P -3.5843 0.9261 -1.3832
O -2.9523 2.3407 -1.3882
O -4.2455 0.6297 -2.9343
O -4.8678 0.9920 -0.2207
H -0.6457 0.3410 3.4950
H -1.3388 1.8524 2.4865
H 0.9731 -0.2084 1.6526
H -0.6561 1.6180 -0.3075
H 0.5765 0.3287 -0.7367
H -1.2658 -3.4736 -0.5028
H -0.4874 -2.5639 0.6342
H -2.1013 -1.6819 1.8465
H -3.1985 -0.1709 1.5130
H -3.3873 -3.8635 1.5873
H -0.4612 0.2764 -3.0192
H -1.7580 -0.9207 -3.7505
H -4.7286 1.4461 -3.1979
H -4.5682 1.6387 0.4634
C 3.3100 -7.1294 -2.2141
C 2.0071 -7.9109 -2.1879
O 1.0601 -7.4036 -1.2631
C 0.6191 -6.0631 -1.4749
C -0.0688 -5.8542 -2.8111
H 3.7410 -7.0653 -1.2107
H 4.0299 -7.6130 -2.8802
H 3.1584 -6.1086 -2.5707
H 2.2207 -8.9378 -1.8772
H 1.5640 -7.9751 -3.1873
H 1.4523 -5.3645 -1.3463
H -0.0941 -5.8425 -0.6766
H 0.6199 -6.0071 -3.6474
H -0.4591 -4.8379 -2.8820
H -0.8952 -6.5603 -2.9345
C 3.7811 2.4856 -5.3367
C 2.4712 1.7165 -5.3145
O 1.5342 2.2202 -4.3746
C 1.1067 3.5604 -4.5620
C 0.4111 3.7964 -5.8919
H 4.2178 2.5305 -4.3350
H 4.4930 2.0061 -6.0139
H 3.6369 3.5137 -5.6770
H 2.6768 0.6841 -5.0208
H 2.0209 1.6709 -6.3121
H 1.9482 4.2502 -4.4285
H 0.4011 3.7743 -3.7547
H 1.0925 3.6500 -6.7347
H 0.0286 4.8183 -5.9459
H -0.4216 3.1002 -6.0194
C -3.2320 -8.3746 3.6506
C -3.6312 -7.3634 2.5884
O -2.5374 -6.8834 1.8220
C -1.8127 -7.8529 1.0760
C -2.6567 -8.5798 0.0437
H -2.4522 -7.9648 4.2990
H -4.0971 -8.6447 4.2620
H -2.8387 -9.2913 3.2050
H -4.0670 -6.4909 3.0814
H -4.4073 -7.7666 1.9297
H -1.3179 -8.5599 1.7514
H -1.0162 -7.3125 0.5579
H -3.4373 -9.1844 0.5145
H -2.0336 -9.2473 -0.5556
H -3.1512 -7.8664 -0.6204
C 5.3838 7.7713 -2.3405
C 4.2652 7.0306 -3.0542
O 4.4827 5.6314 -3.1525
C 4.5976 4.9200 -1.9260
C 3.3572 5.0094 -1.0536
H 6.3480 7.5591 -2.8114
H 5.2041 8.8491 -2.3684
H 5.4586 7.4723 -1.2926
H 4.1968 7.4035 -4.0794
H 3.2958 7.2315 -2.5861
H 5.4896 5.2465 -1.3795
H 4.7638 3.8726 -2.1906
H 3.1769 6.0329 -0.7130
H 3.4668 4.3783 -0.1691
H 2.4721 4.6886 -1.6085
C 2.7372 3.5987 3.5739
C 1.3666 3.8376 4.1832
O 0.9836 2.8456 5.1274
C 1.8127 2.7053 6.2688
C 1.8991 3.9635 7.1168
H 2.7933 2.5993 3.1337
H 2.9430 4.3408 2.7984
H 3.5289 3.6708 4.3232
H 0.6207 3.8083 3.3854
H 1.3007 4.8347 4.6335
H 2.8094 2.3591 5.9743
H 1.3740 1.9058 6.8719
H 2.3842 4.7808 6.5765
H 2.4780 3.7733 8.0237
H 0.9005 4.3061 7.4004
C -7.7849 -1.1629 -0.0700
C -9.0906 -1.9377 -0.0442
O -10.0405 -1.4308 0.8933
C -10.4710 -0.0962 0.6911
C -11.1591 0.1251 -0.6456
H -7.3509 -1.1076 0.9282
H -7.0688 -1.6442 -0.7416
H -7.9335 -0.1376 -0.4198
H -8.8808 -2.9669 0.2581
H -9.5383 -1.9931 -1.0432
H -9.6338 0.5970 0.8227
H -11.1830 0.1233 1.4926
H -10.4720 -0.0269 -1.4815
H -11.5448 1.1455 -0.7119
H -11.9892 -0.5756 -0.7724
C 7.9699 4.6479 1.7902
C 6.5995 4.8862 2.4018
O 6.2178 3.8955 3.3454
C 7.0490 3.7541 4.4870
C 7.1367 5.0120 5.3347
H 8.0264 3.6485 1.3499
H 8.1737 5.3901 1.0144
H 8.7622 4.7210 2.5387
H 5.8511 4.8564 1.6059
H 6.5345 5.8829 2.8514
H 8.0449 3.4072 4.1914
H 6.6103 2.9549 5.0903
H 7.6218 5.8292 4.7942
H 7.7162 4.8214 6.2407
H 6.1386 5.3550 5.6193



3.
148
Properties=species:S:1:pos:R:3 method="wB97M-V/def2-TZVPD" e_homo_ev=-6.58 largest_force_ev_per_a=4.8 spin_multiplicity=1 homo_lumo_gap_ha=0.315 total_charge=-1
P 1.1175 0.2900 -0.7838
F -0.4534 -0.1372 -0.5744
F 0.6937 0.8334 -2.2342
F 0.7697 1.7569 -0.1401
F 2.7106 0.7315 -1.0692
F 1.4377 -0.4451 0.6614
F 1.4886 -1.1411 -1.4333
C 6.1300 2.4369 1.8899
O 6.9589 1.6916 2.8129
C 6.3772 0.9971 3.8389
C 5.8775 1.8548 4.9268
O 4.7007 2.6581 4.4718
C 3.6045 2.5753 5.2183
C 2.9811 1.1968 5.0185
O 3.6660 0.0604 5.6502
C 3.3515 -1.1994 5.2678
H 6.5749 2.4408 0.8948
H 5.8904 3.4727 2.1301
H 5.1564 2.0407 1.6013
H 7.1091 0.3187 4.2774
H 5.4994 0.3793 3.6494
H 6.6429 2.5325 5.3049
H 5.6403 1.2832 5.8241
H 2.9158 3.2958 4.7769
H 3.6584 2.9026 6.2566
H 2.8994 0.9701 3.9555
H 1.9684 1.3015 5.4079
H 3.5151 -1.2022 4.1902
H 2.3648 -1.4927 5.6263
H 3.9728 -2.0324 5.5966
C -4.3524 -3.5811 3.6420
O -3.5445 -3.6674 2.4887
C -2.1026 -3.7996 2.5349
C -1.5208 -4.8789 3.4321
O -1.6000 -6.2550 3.1241
C -2.8398 -6.8688 2.9499
C -2.5394 -8.3256 3.2434
O -3.4205 -9.3402 2.8251
C -2.8386 -10.4963 2.2517
H -5.4125 -3.5673 3.3889
H -4.0172 -2.6506 4.1002
H -4.0902 -4.3279 4.3915
H -1.6581 -2.8433 2.8106
H -1.8904 -3.9660 1.4788
H -1.7783 -4.7276 4.4804
H -0.4373 -4.7915 3.5123
H -3.2042 -6.8489 1.9228
H -3.6923 -6.5343 3.5411
H -2.1964 -8.4296 4.2728
H -1.5955 -8.4338 2.7091
H -3.5591 -11.3141 2.2395
H -1.9491 -10.7922 2.8080
H -2.4457 -10.2650 1.2616
C -1.4397 4.6558 3.2809
O -1.9270 4.8189 4.5726
C -1.7526 6.0715 5.1884
C -2.3172 7.2722 4.4084
O -1.6930 7.5609 3.0845
C -2.4149 8.4034 2.2690
C -1.6952 8.8487 0.9644
O -2.1782 8.2346 -0.2109
C -1.7979 8.6865 -1.5487
H -1.5976 3.6221 2.9734
H -0.3656 4.8353 3.3279
H -2.0316 5.2621 2.5953
H -0.7132 6.2274 5.4773
H -2.3287 6.1817 6.1072
H -2.3713 8.1630 5.0341
H -3.3668 7.0414 4.2261
H -2.6414 9.3086 2.8324
H -3.3363 7.9391 1.9175
H -0.6207 8.6651 0.9634
H -1.9233 9.9078 0.8450
H -1.6794 9.7641 -1.6623
H -2.3973 8.2703 -2.3583
H -0.7833 8.2989 -1.6400
C 4.6275 0.5190 -6.0673
O 4.2912 1.4967 -6.7146
N 4.3592 -0.7003 -6.4662
C 4.4960 -1.8523 -5.5597
C 3.9221 -0.9020 -7.7925
H 5.1508 0.4787 -5.0995
H 4.4499 -1.6390 -4.4918
H 5.4616 -2.3444 -5.6754
H 3.6757 -2.5620 -5.6671
H 2.8427 -0.7635 -7.8535
H 4.3006 -0.1483 -8.4830
H 4.1866 -1.9014 -8.1382
C -3.7286 -4.3630 -1.8276
O -2.7232 -4.8391 -2.2537
N -4.9012 -5.0294 -1.6931
C -6.0751 -4.3828 -1.0984
C -5.1342 -6.4113 -2.2070
H -3.8919 -3.2876 -1.6569
H -6.9606 -4.4373 -1.7317
H -5.8460 -3.3366 -0.8961
H -6.3749 -4.7951 -0.1349
H -4.1610 -6.7641 -2.5484
H -5.4800 -7.1970 -1.5353
H -5.8211 -6.4843 -3.0502
C -1.0513 0.6313 -6.5436
O -0.0987 1.1185 -7.1611
N -1.8124 -0.3645 -6.9984
C -2.9412 -0.9126 -6.1956
C -1.6169 -0.9708 -8.3310
H -1.2525 1.0001 -5.5259
H -3.0365 -0.7025 -5.1302
H -2.7831 -1.9879 -6.1136
H -3.8764 -0.6106 -6.6671
H -1.0315 -0.3111 -8.9715
H -1.1066 -1.9334 -8.2980
H -2.6410 -1.1789 -8.6409
C 2.2567 5.0385 -3.0741
O 2.3024 4.6101 -4.2704
N 3.3750 5.2271 -2.2682
C 3.2170 5.3560 -0.8232
C 4.7034 5.0991 -2.7686
H 1.2845 5.1373 -2.5669
H 3.6306 4.3995 -0.5035
H 2.2497 5.6864 -0.4446
H 3.9280 6.0694 -0.4063
H 5.2981 4.6791 -1.9574
H 4.6710 4.3672 -3.5758
H 5.1594 6.0145 -3.1458
C -3.9328 4.6934 -2.5259
O -3.4806 3.9790 -3.4452
N -4.2663 4.1869 -1.2993
C -3.6337 2.9530 -0.9630
C -5.1962 4.7699 -0.3864
H -4.1531 5.7639 -2.6585
H -4.3163 2.1045 -1.0106
H -3.1567 2.9859 0.0165
H -2.8880 2.6261 -1.6877
H -6.1421 4.2282 -0.3845
H -4.8257 4.6813 0.6348
H -5.3775 5.8319 -0.5524
C 1.8019 -7.9387 -0.1532
O 1.9521 -9.1808 -0.1565
N 2.4724 -7.1010 0.7484
C 2.6041 -5.7285 0.3898
C 3.4980 -7.6609 1.6715
H 1.2469 -7.3961 -0.9340
H 2.8267 -5.0091 1.1778
H 1.7700 -5.2386 -0.1127
H 3.2899 -5.6735 -0.4557
H 3.3989 -7.0658 2.5793
H 3.3062 -8.6487 2.0906
H 4.5453 -7.6826 1.3700